C9H21FeI2O2P2 | ωB97M-V/def2-TZVPD

Summary:
2S+1   6
Total charge   +2
HOMO energy (alpha / beta)   -13.6 / -14.7 eV
Frontier orbital gap (alpha / beta)   5.3087 / 6.1219 eV

Geometry as XYZ:
```
37
Properties=species:S:1:pos:R:3:forces:R:3
C -3.55694 -0.21172 -3.97254 0.1 1.0 -0.6
C -3.11748 -1.01543 -2.87814 -0.8 -4.2 2.1
H -4.35301 -0.76159 -4.50322 0.2 -0.2 0.3
H -2.72828 -0.04730 -4.68511 -0.2 0.1 0.4
H -3.98859 0.73659 -3.60415 0.4 -0.2 -0.1
O -3.07521 -1.92340 -2.17305 0.4 3.6 -2.2
I -0.75068 0.97132 -1.57820 -1.0 0.7 -1.6
Fe 0.45314 0.22618 0.36750 1.0 0.7 0.4
P -0.91753 1.12023 2.02868 -1.1 1.2 1.5
C -1.10309 0.39014 3.70038 -0.5 0.0 -0.4
C -0.44444 2.87098 2.41475 -0.3 -0.3 -0.5
H -1.28213 3.29517 2.96721 0.0 0.1 0.1
H -3.20253 1.84568 2.13504 0.0 -0.3 -0.4
H -0.31346 3.45091 1.48885 0.1 -0.2 0.3
H -2.68408 1.75581 0.40720 0.2 0.0 0.6
H -0.19463 0.42660 4.29647 0.1 0.1 -0.2
H 0.46638 2.91049 3.01981 -0.3 0.0 -0.2
C -2.63215 1.26533 1.39003 -0.2 0.1 0.3
H -1.88961 0.96357 4.21409 0.2 -0.2 -0.1
H -3.06144 0.26303 1.25877 0.0 0.2 0.2
H -1.42126 -0.65038 3.60375 0.0 0.1 0.1
P 2.24455 -0.85547 -0.69139 1.7 -0.5 -0.9
C 3.14810 -2.27296 0.04026 -0.3 -0.1 -0.6
C 1.70217 -1.44376 -2.34379 0.3 -0.1 -0.1
H 3.21061 1.24885 -1.54083 0.1 -0.2 0.2
H 4.25157 -0.16800 -1.79330 0.1 0.0 0.0
H 4.17924 0.58884 -0.16920 -0.2 -0.1 -0.3
C 3.61100 0.33819 -1.06976 -0.6 -0.2 -0.3
H 1.19412 -0.66141 -2.93141 0.5 -0.2 0.4
H 2.61076 -1.78417 -2.86884 -0.5 -0.1 0.0
H 3.85019 -2.62950 -0.73094 -0.2 0.0 0.3
H 2.43658 -3.06630 0.27720 0.2 -0.1 0.0
H 0.98199 -2.26264 -2.22297 0.3 0.0 0.0
H 3.70765 -2.01549 0.93672 -0.1 0.2 0.0
C 0.04330 -1.59073 1.20381 1.3 -3.9 4.4
O 0.33306 -2.31647 2.07088 -1.5 2.8 -3.8
I 2.29210 1.00883 1.93545 0.6 0.2 0.5
```
Forces are in eV/Å.

Here are the Löwdin charges for atoms 1 to 8, given in e: 0.04, -0.08, 0.15, 0.14, 0.14, 0.33, 0.61, -0.43

---

C9H21I2O3P2Sc | ωB97M-V/def2-TZVPD

Summary:
Total charge   +2
HOMO energy   -15.8 eV
Frontier orbital gap   7.4855 eV

Geometry as XYZ:
```
38
Properties=species:S:1:pos:R:3:forces:R:3
I 0.32683 -0.44203 -4.67157 -0.4 1.0 0.6
I -0.40618 2.08428 -3.76926 0.4 -1.1 -0.2
Sc 0.00590 -0.31907 -0.40364 0.1 -3.4 1.1
P -2.53546 0.33702 -0.40753 -0.8 -1.1 0.6
C -3.47062 1.79981 0.04119 0.4 0.6 0.0
C -3.13568 -0.22692 -2.02231 0.3 0.1 -0.2
H -4.22434 -0.35665 -1.97285 0.3 0.0 -0.2
H -4.29639 -0.98101 0.54391 0.5 -0.1 0.2
H -2.64786 -1.17524 -2.28927 -0.3 0.1 0.1
H -2.75071 -1.92198 0.61868 -0.3 0.5 -0.1
H -3.21706 2.60846 -0.64653 -0.2 0.1 0.0
H -2.83330 0.50596 -2.78220 -0.4 -0.2 0.1
C -3.21179 -0.92598 0.75433 0.1 -0.1 0.0
H -4.54528 1.59350 0.00740 0.2 0.0 0.0
H -3.05092 -0.62301 1.80303 -0.1 0.0 -0.5
H -3.18657 2.11481 1.04919 -0.1 0.0 -0.1
P 2.52464 0.42415 -0.39622 0.9 -1.1 0.5
C 3.40976 1.91595 0.05975 -0.4 0.6 -0.1
C 3.24111 -0.81893 0.76624 -0.1 -0.1 0.0
H 2.69737 -1.08082 -2.28306 0.3 0.1 0.1
H 4.25044 -0.22016 -1.95344 -0.3 0.0 -0.2
H 2.84389 0.59016 -2.77558 0.3 0.0 0.1
C 3.15829 -0.12254 -2.00459 -0.3 0.1 -0.3
H 2.81295 -1.82941 0.62798 0.3 0.5 -0.1
H 4.32745 -0.83704 0.55726 -0.5 -0.1 0.2
H 4.49111 1.74821 0.03000 -0.2 0.0 0.0
H 3.10915 2.22015 1.06615 0.1 0.0 -0.1
H 3.06744 -0.52117 1.81439 0.1 0.0 -0.5
H 3.13248 2.71803 -0.62708 0.2 0.1 0.0
C -0.03093 1.68144 -0.03476 -0.2 7.8 2.2
O -0.05121 2.79460 0.31465 0.1 -4.6 -1.5
C 0.03333 -2.17244 3.30266 0.0 -0.5 -0.9
C 0.02019 -1.34218 2.04284 0.0 -0.8 -0.3
O 0.03268 -1.96548 0.87910 0.0 1.1 -0.2
O -0.00132 -0.09447 2.03191 0.0 0.3 -1.1
H 0.05210 -3.23080 2.97644 0.0 0.6 0.4
H -0.88707 -1.98038 3.87543 0.5 0.1 0.0
H 0.94559 -1.94879 3.87737 -0.5 0.0 0.0
```
Forces are in eV/Å.

Here are the Löwdin charges for atoms 1 to 8, given in e: 0.23, 0.25, 0.75, 0.78, -0.22, -0.25, 0.08, 0.07

---

C9H21N2O | ωB97M-V/def2-TZVPD

Summary:
Total charge   +1
HOMO energy   -13.0 eV
Frontier orbital gap   9.8089 eV
SMILES   CCCO[C@@H]1NCC[NH2+][C@@H]1CC

Geometry as XYZ:
```
33
Properties=species:S:1:pos:R:3:forces:R:3
C -0.18114 -2.77165 1.87941 0.2 0.0 0.0
C 0.48930 -1.51763 2.42552 0.1 -0.1 0.0
C -0.43731 -0.32398 2.49327 -0.1 0.0 0.2
O -0.86957 0.15416 1.21578 -0.2 -0.2 0.0
C 0.08744 0.80258 0.45476 -0.1 0.4 -0.1
N -0.36512 2.14946 0.15204 0.3 0.0 0.0
C 0.33388 2.78272 -0.96395 -0.1 0.0 0.0
C 1.61751 2.07881 -1.35411 0.0 0.0 -0.1
N 1.30701 0.64125 -1.71058 0.1 0.2 -0.2
C 0.21566 0.01779 -0.85347 -0.2 -0.2 0.2
C -1.11013 -0.07114 -1.62436 0.0 0.0 0.0
C -1.69066 -1.48031 -1.64222 -0.1 0.2 0.1
H 0.51956 -3.60487 1.89216 0.0 -0.1 0.0
H -0.50881 -2.64328 0.84801 -0.1 0.0 0.0
H -1.04197 -3.04048 2.48750 -0.1 0.0 0.0
H 0.84625 -1.70523 3.43937 0.0 0.0 0.1
H 1.38608 -1.28568 1.84112 0.0 0.1 0.0
H 0.00292 0.50134 3.05867 0.1 0.1 0.0
H -1.35387 -0.61262 3.00453 -0.1 0.1 0.0
H 1.05200 0.80931 0.98387 0.1 -0.1 0.0
H -0.33228 2.72761 0.97970 -0.1 0.0 0.1
H -0.31959 2.82878 -1.84017 0.0 0.0 -0.1
H 0.60813 3.80685 -0.71947 -0.1 0.1 0.0
H 2.04909 2.55350 -2.23165 0.1 -0.1 0.0
H 2.35591 2.06585 -0.55776 0.0 0.0 0.1
H 2.15877 0.08434 -1.68031 0.1 0.0 0.1
H 0.99210 0.61807 -2.68016 0.0 -0.1 0.0
H 0.54716 -0.98370 -0.58087 0.2 0.0 -0.1
H -1.82639 0.60169 -1.15703 0.0 0.1 0.0
H -0.97167 0.28833 -2.64846 0.0 0.0 -0.1
H -2.61109 -1.49139 -2.22122 0.0 -0.1 -0.1
H -1.00047 -2.20869 -2.06396 0.0 -0.1 0.0
H -1.94867 -1.77179 -0.62595 0.0 -0.1 0.0
```
Forces are in eV/Å.

Here are the Löwdin charges for atoms 1 to 8, given in e: -0.08, -0.23, -0.19, -0.07, -0.38, 0.03, -0.17, -0.09

---

C9H21N2O2P | ωB97M-V/def2-TZVPD

Summary:
2S+1   3
HOMO energy (alpha / beta)   -4.3 / -9.1 eV
Frontier orbital gap (alpha / beta)   5.1056 / 7.7072 eV

Geometry as XYZ:
```
35
Properties=species:S:1:pos:R:3:forces:R:3
C 1.83884 -0.54948 -1.66497 0.3 -0.2 2.2
C 2.29370 -1.62247 -0.59026 0.5 1.7 -1.0
C 0.33887 -0.20135 -1.46277 0.4 -0.8 1.1
C 3.10896 -1.27120 0.62933 -1.2 6.5 -2.9
C 0.81644 1.76479 -0.04120 -1.0 2.4 2.0
C 2.57013 1.01886 1.44584 1.1 0.2 -0.6
C 0.05076 0.50224 -0.08035 0.2 -1.7 -1.2
C -1.38211 0.79309 0.17596 -3.2 -0.4 0.5
C -2.32352 -0.40848 0.02600 6.5 -1.5 -1.5
N -4.48453 1.05794 -0.26678 0.6 -0.5 -0.2
N -4.01949 0.15519 0.61595 -5.8 0.2 0.7
O 2.34531 -0.33298 1.45515 -0.9 -2.3 1.4
O 2.17270 1.66480 0.25530 0.7 0.2 -0.2
P -1.96024 -1.71380 1.20063 -0.4 -0.2 -0.6
H 2.48034 0.28038 -1.46320 0.2 1.0 -0.2
H 2.14268 -0.91781 -2.61594 -0.4 -0.3 -1.0
H 1.42528 -1.95816 -0.15586 -2.2 -1.8 0.6
H 2.89223 -2.36590 -1.05158 0.1 -1.2 -0.7
H -0.09965 0.52156 -2.09792 0.0 0.6 -1.6
H -0.22802 -1.14314 -1.62381 0.1 0.5 0.5
H 3.37990 -2.16111 1.01413 0.9 -2.5 2.5
H 3.91791 -0.62035 0.27857 0.8 -0.7 0.2
H 0.61114 2.21824 -0.99611 0.9 0.4 -0.8
H 0.36266 2.60486 0.64279 0.4 -1.7 -0.5
H 2.20669 1.49556 2.38112 -0.5 -0.5 -0.6
H 3.63920 1.15488 1.42023 0.7 0.4 0.1
H 0.31191 -0.20036 0.69229 0.3 0.0 0.4
H -1.44953 1.14144 1.20940 0.0 -0.1 0.4
H -1.99148 1.57755 -0.31306 1.5 0.3 -0.7
H -2.49458 -0.68997 -1.02700 -0.2 0.0 0.6
H -3.87420 1.86315 -0.18342 -0.4 0.4 -0.5
H -4.61058 0.68026 -1.22635 0.0 0.7 0.6
H -4.35476 -0.76565 0.24276 -0.2 1.0 1.0
H -2.53135 -1.07495 2.34912 -0.1 -0.2 -0.1
H -3.10160 -2.49760 0.82603 0.2 -0.1 0.4
```
Forces are in eV/Å.

Here are the Löwdin charges for atoms 1 to 8, given in e: -0.13, -0.15, -0.13, -0.13, -0.21, -0.25, -0.36, -0.28

---

C9H21N2OS | ωB97M-V/def2-TZVPD

Summary:
Total charge   +1
HOMO energy   -11.9 eV
Frontier orbital gap   8.0738 eV

Geometry as XYZ:
```
34
Properties=species:S:1:pos:R:3:forces:R:3
C -0.10577 0.09098 -0.37741 1.2 -1.2 -1.0
C 1.01154 -1.37381 -1.43004 0.3 0.9 0.7
C 0.85468 -1.06132 0.04137 -2.0 -1.4 -0.3
C -1.36604 -0.01889 -0.84829 -0.8 2.0 -1.7
C 0.10587 -2.05362 0.98315 3.5 -0.2 0.1
C 2.14868 -0.63456 0.65673 -1.1 -2.4 1.7
C -1.99320 1.23999 -1.49301 2.8 2.0 1.1
C -2.35808 -1.12279 -0.95715 2.0 0.4 0.2
C 1.68266 2.68111 1.75329 -1.4 -1.3 1.4
N -0.48491 1.19991 1.89045 0.5 -0.9 3.3
N 0.44063 -2.24416 -2.22179 0.1 0.7 -2.1
O -0.08564 2.76759 -0.01422 0.0 1.2 -0.6
S -0.10228 2.79177 1.44960 0.2 0.8 0.4
H 0.46396 1.00352 -0.47270 -0.6 0.1 -0.3
H 1.69999 -0.71667 -2.03218 -0.5 -0.6 1.1
H -0.37363 -1.37624 1.70197 -0.4 -1.0 -0.2
H 0.92484 -2.71503 1.49499 -1.6 1.2 -0.6
H -0.42861 -2.72702 0.36304 -1.4 -0.5 0.1
H 1.99967 -0.22568 1.63391 -0.3 0.7 0.3
H 2.54211 -0.01615 -0.03134 2.3 2.5 -1.7
H 2.77672 -1.49858 0.89723 0.1 0.0 -0.7
H -1.77290 1.41058 -2.57126 -0.3 -0.7 0.5
H -1.38963 2.11547 -1.00410 -1.7 -1.4 -1.1
H -3.04447 1.36537 -1.28893 -0.3 -0.2 -0.1
H -2.14336 -1.65687 -1.86514 -0.5 -0.2 -0.9
H -3.31747 -0.68147 -0.91649 -1.1 -0.1 -0.2
H -2.17578 -1.79895 -0.19326 -0.3 -1.5 1.6
H 2.03334 3.47842 1.18313 0.9 1.2 -1.0
H 1.95734 1.69615 1.42210 0.3 0.0 -0.5
H 1.97060 2.77621 2.78485 0.0 0.2 0.5
H -1.47984 0.91797 1.86001 0.6 0.8 -0.2
H 0.64786 -2.00683 -3.21758 -0.5 -0.8 1.1
H -0.21054 1.15012 2.92959 -0.6 -0.1 -1.7
H -0.42834 -2.75655 -2.11053 0.4 -0.2 0.7
```
Forces are in eV/Å.

Here are the Löwdin charges for atoms 1 to 8, given in e: -0.09, -0.01, -0.47, -0.27, 0.00, -0.04, -0.04, -0.02

---

C9H21N3O3Rb | ωB97M-V/def2-TZVPD

Summary:
2S+1   2
Total charge   +2
HOMO energy (alpha / beta)   -14.3 / -14.3 eV
Frontier orbital gap (alpha / beta)   7.2703 / 2.1249 eV

Geometry as XYZ:
```
37
Properties=species:S:1:pos:R:3:forces:R:3
Rb -21.46735 -31.51995 -26.89570 0.4 -0.7 -0.4
C -25.74032 -32.35521 -28.04304 -0.6 -0.7 -2.0
C -24.58927 -32.96534 -28.90521 2.4 0.4 0.2
O -23.38666 -32.70255 -28.63865 -1.3 0.2 0.3
N -24.82209 -33.80389 -29.95859 -1.7 1.1 1.4
C -23.85050 -34.31806 -30.87817 0.7 0.3 -1.4
H -25.93383 -31.28415 -28.10194 1.2 0.3 -0.1
H -25.75995 -32.63850 -26.99068 0.1 -0.4 -0.3
H -26.63580 -32.62757 -28.60166 -0.5 -0.8 0.7
H -25.78908 -33.98018 -30.19087 0.1 -0.1 0.1
H -23.40130 -35.27752 -30.62176 0.0 0.2 0.3
H -23.09928 -33.57883 -31.15619 0.4 0.0 0.9
H -24.29263 -34.41974 -31.86927 -0.6 -0.4 0.2
C -24.55495 -28.04768 -27.46565 -0.3 -0.8 -0.9
C -24.00155 -28.66802 -26.22483 -0.1 -1.9 -0.9
O -23.80630 -29.92362 -26.04750 -0.5 4.2 0.0
N -23.57454 -27.75155 -25.27473 0.5 -2.2 0.8
C -22.96964 -28.18590 -24.05981 -0.2 0.8 1.1
H -25.58866 -28.35310 -27.62766 -0.1 -0.3 0.2
H -24.01778 -28.48939 -28.30496 0.1 0.0 -0.1
H -24.56669 -26.96822 -27.61640 0.4 0.0 0.7
H -23.49338 -26.78229 -25.54685 -0.1 0.5 -0.1
H -21.89111 -28.29095 -24.17738 0.4 -0.1 -0.3
H -23.37598 -29.09652 -23.61962 -0.1 -0.1 -0.6
H -23.06232 -27.37652 -23.33565 0.0 0.2 0.1
C -19.30432 -35.30799 -27.62454 0.2 0.7 0.8
C -18.42125 -34.12236 -27.17069 -1.2 -0.5 -0.6
O -19.01850 -33.01900 -27.15320 1.2 -0.3 0.2
N -17.14846 -34.31936 -26.78509 1.0 0.1 0.4
C -16.31966 -35.57496 -26.64014 -1.7 0.4 -0.3
H -20.27162 -34.81074 -27.69655 -0.1 -0.5 0.0
H -19.30999 -36.05291 -26.82881 -0.1 -0.2 -0.2
H -19.11083 -35.77564 -28.58992 0.5 0.1 0.1
H -16.56835 -33.49291 -26.76174 -0.4 0.3 0.4
H -16.39163 -36.09961 -25.68743 -0.6 0.5 0.3
H -15.26435 -35.30833 -26.69798 -0.2 -0.1 -0.8
H -16.76361 -36.23685 -27.38373 1.0 -0.3 -0.2
```
Forces are in eV/Å.

Here are the Löwdin charges for atoms 1 to 8, given in e: 1.01, 0.02, -0.45, -0.16, 0.02, -0.06, 0.06, 0.09

---

C9H21NO2P | ωB97M-V/def2-TZVPD

Summary:
Total charge   +1
HOMO energy (alpha / beta)   -11.7 / -10.8 eV
Frontier orbital gap (alpha / beta)   8.2860 / 6.8258 eV

Geometry as XYZ:
```
34
Properties=species:S:1:pos:R:3:forces:R:3
C -0.90442 -0.17089 -1.76122 0.9 0.7 2.3
C -0.59019 0.35932 -3.06800 -1.0 1.1 -3.0
C -0.72175 -1.15165 -2.78905 2.4 0.1 -1.3
C -3.07237 0.05086 0.33812 1.5 3.1 2.6
C 1.29472 2.68746 -0.87837 2.1 2.3 -0.9
C 2.25946 -1.40310 2.54023 3.7 -3.9 -2.6
C -2.06131 -0.48997 1.34841 -1.6 0.8 -0.1
C -0.13223 2.40549 -0.54718 -0.2 1.6 0.6
C 2.70646 -0.57770 1.38096 0.8 -1.3 0.7
N 1.29643 -2.39609 1.92031 -1.8 -0.5 0.8
O -0.86519 -0.99229 0.80920 1.2 -0.9 -0.7
O -0.32117 1.35476 0.40492 0.1 -0.1 -0.6
P 0.03179 -0.06915 -0.21627 -0.3 -1.5 -1.0
H -1.42752 0.77481 -3.78217 1.3 -0.7 1.8
H 0.36505 0.90184 -3.34739 -0.9 -1.1 0.7
H 0.11693 -1.81780 -3.01742 0.4 0.4 1.0
H -1.52594 -1.65128 -3.17808 -2.5 -0.7 -0.9
H -2.38003 0.72812 -0.18542 -1.7 0.7 -0.4
H -3.52888 -0.58780 -0.30732 -0.7 -2.4 -1.8
H -3.95310 0.48156 0.92642 1.5 0.1 -0.8
H 1.35294 3.76840 -1.38791 -0.3 -2.3 1.1
H 1.99295 2.79632 0.04793 -1.3 -0.5 -1.6
H 1.72153 2.01296 -1.65772 -0.1 0.3 0.8
H 3.09373 -2.20820 2.88615 -1.4 2.3 -0.4
H 1.91373 -0.90906 3.38030 -1.3 0.8 1.4
H -2.62479 -1.23244 1.80993 -0.1 -2.0 1.4
H -1.74661 0.23853 2.08409 -0.5 0.4 0.1
H -0.81976 2.45002 -1.39518 0.2 -1.0 -0.1
H -0.49296 3.20825 0.02178 -0.3 1.5 0.8
H 3.40247 -1.11842 0.68156 -0.9 1.3 0.5
H 2.55992 0.46041 1.54675 0.5 0.8 -0.7
H 1.69885 -3.10115 1.27480 0.1 0.9 0.4
H 0.51637 -1.87233 1.44698 0.1 -0.4 0.0
H 0.84492 -2.92980 2.66984 0.0 -0.1 -0.1
```
Forces are in eV/Å.

Here are the Löwdin charges for atoms 1 to 8, given in e: -0.32, -0.15, -0.15, -0.05, -0.10, -0.21, -0.28, -0.34

---

C9H21NO3P | ωB97M-V/def2-TZVPD

Summary:
Total charge   +1
HOMO energy   -14.0 eV
Frontier orbital gap   10.3062 eV
SMILES   CCOP(=O)(OCC)[C@@H](CC)C(C)=[NH2+]

Geometry as XYZ:
```
35
Properties=species:S:1:pos:R:3:forces:R:3
C 2.09497 -1.16849 0.01599 0.2 0.1 -1.2
C 1.19219 0.04390 -1.05160 0.7 -2.6 2.7
C 3.03210 -1.89160 -0.86014 2.4 1.2 -0.1
C 2.31224 2.11637 -0.15584 -2.2 -0.2 -1.4
C -3.39138 1.41830 0.90394 -1.4 0.9 1.5
C -3.09642 -2.05672 -0.91330 0.9 3.1 -0.4
C 2.06529 1.18519 -1.34204 -2.6 2.9 -0.9
C -2.18249 2.14164 0.37507 0.5 -1.5 0.2
C -1.92952 -1.93094 0.06009 -1.0 1.9 -1.3
N 2.12081 -1.48715 1.28264 -4.0 3.3 -1.5
O 0.07582 0.06842 1.57332 0.2 0.1 -0.3
O -1.36254 1.13267 -0.39378 1.2 0.6 0.9
O -0.84936 -1.20884 -0.52044 1.4 0.0 -0.4
P -0.21734 0.09725 0.11463 -3.2 0.6 -2.3
H 1.04540 -0.55350 -1.97994 -0.4 0.2 1.1
H 3.55623 -1.12006 -1.58280 -0.7 -1.9 1.5
H 2.58406 -2.65774 -1.42906 -1.3 -0.4 -1.2
H 3.69369 -2.56274 -0.25665 0.3 1.1 -0.4
H 1.21957 2.25114 0.16147 1.7 0.6 0.2
H 2.78160 3.10291 -0.46082 -0.3 -1.5 0.9
H 2.74427 1.40124 0.52294 0.9 0.9 1.1
H -3.26941 0.92593 1.88259 0.0 0.2 -0.4
H -4.21314 2.22241 0.99945 1.1 -1.3 0.1
H -3.76193 0.69389 0.17914 0.1 0.1 -0.1
H -3.80627 -2.63215 -0.45466 -2.1 -1.5 1.2
H -3.56363 -1.01657 -1.11434 0.9 -1.7 0.3
H -2.89576 -2.51538 -1.85746 0.6 -0.2 -0.6
H 2.83600 0.87995 -1.92457 3.2 -1.1 -1.1
H 1.55223 1.73282 -2.20653 -0.1 -0.3 1.3
H -1.49475 2.63516 1.09728 -0.9 -0.2 -0.5
H -2.71297 2.78725 -0.30686 1.3 0.6 -0.9
H -1.47863 -2.79400 0.39322 0.4 -2.4 0.7
H -2.22041 -1.34138 0.89526 -0.7 0.1 1.1
H 1.22232 -1.01102 1.85412 2.1 -0.6 -0.9
H 2.83955 -2.10314 1.54652 0.7 -1.1 0.9
```
Forces are in eV/Å.

Here are the Löwdin charges for atoms 1 to 8, given in e: -0.17, -0.17, -0.03, -0.04, -0.09, -0.03, -0.30, -0.19

---

Largest force on an atom values, unit eV Å⁻¹, following the record order: 6.0; 8.1; 0.4; 7.2; 3.8; 4.3; 6.0; 5.3.
Relative energy (zero: lowest compared OMol25 entry of this formula, charge and spin) values, unit kJ/mol, following the record order: 0.00; 0.00; 0.00; 518.46; 0.00; 49.58; 446.13; 136.97.